{
  "formula": "C7H13N",
  "method": "ωB97M-V with the def2-TZVPD basis set",
  "symbols": ["C", "C", "C", "C", "C", "C", "C", "H", "H", "H", "H", "H", "H", "H", "H", "H", "H", "H", "H", "H", "N"],
  "coordinates": [[-1.375, -0.611, -0.384], [-0.772, -0.138, -1.857], [0.090, 1.276, -1.379], [0.920, 0.804, -0.237], [1.858, 0.414, 1.017], [0.462, -0.271, 1.521], [-0.425, -1.287, 0.662], [-2.088, 0.114, 0.289], [-1.931, -1.733, -0.551], [-0.073, -0.883, -2.303], [-1.488, 0.102, -2.525], [0.441, 1.456, -2.454], [-0.742, 2.161, -0.607], [0.711, -0.392, -0.312], [2.648, -0.341, 0.858], [2.167, 1.176, 1.688], [0.376, -0.609, 2.500], [-1.069, -1.878, 1.402], [0.452, -2.016, 0.416], [-0.015, 1.684, 1.416], [-0.149, 0.972, 0.841]],
  "forces_ev_per_angstrom": [[-2.345, -4.313, -0.569], [2.340, 1.361, 6.570], [-2.321, 0.925, -2.631], [-1.936, -4.145, 3.327], [-0.485, -3.132, -1.376], [-0.427, 2.537, -2.795], [2.741, -1.525, 1.834], [1.662, -1.889, -2.593], [0.476, 3.180, -0.285], [-0.289, 0.559, 0.692], [-2.582, 0.828, -1.988], [0.242, 1.200, 1.884], [2.220, -2.380, -3.724], [1.430, 3.153, -1.531], [0.148, 0.588, -0.293], [0.173, 0.825, 0.552], [-0.240, 0.574, 2.314], [0.788, 0.915, -0.869], [-2.129, 0.340, -0.822], [1.351, 4.662, 2.780], [-0.816, -4.263, -0.475]],
  "energy_ha": -328.907916,
  "e_homo_ev": -8.01,
  "lumo_ev": 1.059,
  "largest_force_ha_per_bohr": 0.1382,
  "e_above_lowest_kcal_mol": 228.1,
  "spin_multiplicity": 1
}

{
  "formula": "C4H13NO2",
  "method": "ωB97M-V with the def2-TZVPD basis set",
  "symbols": ["C", "C", "C", "C", "N", "H", "H", "H", "H", "H", "H", "H", "H", "H", "O", "H", "H", "O", "H", "H"],
  "coordinates": [[-0.399, -0.817, -2.129], [-0.605, 0.341, -1.180], [-0.131, 0.402, 0.084], [-0.329, 1.600, 0.997], [0.647, -0.649, 0.679], [0.601, -1.243, -1.997], [-0.502, -0.504, -3.207], [-1.138, -1.592, -2.006], [-1.200, 1.161, -1.577], [-0.903, 1.303, 1.910], [0.621, 2.004, 1.338], [-0.853, 2.382, 0.431], [0.413, -1.565, 0.260], [0.543, -0.686, 1.742], [-2.426, -1.464, 1.113], [-3.363, -1.556, 0.890], [-2.091, -0.792, 0.472], [3.177, 0.914, 0.059], [2.374, 0.276, 0.166], [3.747, 0.608, 0.815]],
  "forces_ev_per_angstrom": [[0.360, 0.685, -0.836], [0.024, -0.186, 0.384], [-0.072, -0.014, 0.158], [-0.541, -0.436, -0.126], [-0.705, -0.169, 0.857], [-0.135, -0.093, -0.135], [0.252, -0.117, 1.133], [-0.287, -0.476, 0.241], [0.239, 0.080, 0.340], [0.251, 0.274, -0.732], [0.194, -0.046, -0.090], [0.045, -0.197, 0.409], [0.283, 0.702, 0.590], [0.070, 0.024, -2.202], [0.005, 0.608, -0.719], [0.275, -0.002, 0.110], [-0.266, -0.585, 0.563], [-0.965, -2.033, 1.540], [1.686, 1.400, -0.289], [-0.713, 0.581, -1.198]],
  "energy_ha": -365.422914,
  "e_homo_ev": -8.64,
  "lumo_ev": 0.715,
  "largest_force_ha_per_bohr": 0.0530,
  "e_above_lowest_kcal_mol": 12.3,
  "spin_multiplicity": 1
}

{
  "formula": "C41H51N10OPRuS",
  "method": "ωB97M-V with the def2-TZVPD basis set",
  "symbols": ["Ru", "C", "C", "C", "C", "C", "C", "C", "N", "N", "C", "C", "C", "C", "C", "C", "N", "C", "C", "C", "C", "C", "C", "N", "H", "H", "H", "H", "H", "H", "H", "H", "H", "H", "H", "H", "H", "H", "H", "H", "H", "H", "H", "H", "N", "C", "C", "C", "C", "C", "C", "N", "C", "C", "C", "S", "C", "N", "H", "H", "H", "H", "H", "H", "H", "O", "P", "N", "C", "C", "C", "C", "N", "C", "C", "C", "C", "N", "C", "C", "C", "C", "H", "H", "H", "H", "H", "H", "H", "H", "H", "H", "H", "H", "H", "H", "H", "H", "H", "H", "H", "H", "H", "H", "H", "H"],
  "coordinates": [[0.614, -1.297, 0.623], [-2.678, -1.327, 1.136], [-2.368, -1.078, 2.606], [-1.450, 0.092, 2.837], [-1.668, 0.943, 3.916], [-0.859, 2.049, 4.092], [0.144, 2.295, 3.162], [0.299, 1.402, 2.123], [-0.463, 0.311, 1.960], [-1.681, -2.167, 0.445], [-1.739, -3.560, 0.946], [-0.701, -3.932, 1.973], [-0.976, -4.929, 2.897], [0.040, -5.385, 3.722], [1.303, -4.830, 3.588], [1.482, -3.816, 2.667], [0.504, -3.358, 1.878], [-1.972, -2.165, -1.000], [-0.865, -2.851, -1.763], [-1.112, -3.548, -2.936], [-0.063, -4.197, -3.568], [1.198, -4.153, -2.989], [1.357, -3.441, -1.813], [0.355, -2.785, -1.221], [-3.663, -1.798, 1.046], [-2.717, -0.370, 0.608], [-3.307, -0.868, 3.119], [-1.971, -1.980, 3.083], [-2.475, 0.732, 4.605], [-1.010, 2.713, 4.932], [0.797, 3.151, 3.248], [1.080, 1.541, 1.384], [-2.740, -3.780, 1.329], [-1.583, -4.235, 0.102], [-1.970, -5.353, 2.952], [-0.149, -6.164, 4.447], [2.134, -5.163, 4.193], [2.448, -3.343, 2.553], [-2.920, -2.675, -1.205], [-2.066, -1.127, -1.333], [-2.119, -3.600, -3.329], [-0.230, -4.752, -4.481], [2.036, -4.678, -3.423], [2.318, -3.399, -1.314], [4.244, -0.075, 2.840], [3.522, -0.277, 4.010], [3.841, -0.070, 5.348], [2.864, -0.396, 6.266], [1.621, -0.917, 5.869], [1.314, -1.122, 4.540], [2.286, -0.784, 3.599], [2.278, -0.880, 2.211], [3.454, -0.447, 1.813], [3.774, -0.396, 0.393], [4.944, -0.083, -0.226], [4.753, -0.207, -1.918], [3.130, -0.664, -1.696], [2.741, -0.729, -0.454], [5.180, 0.292, 2.776], [4.800, 0.320, 5.658], [3.063, -0.257, 7.319], [0.896, -1.172, 6.630], [0.365, -1.545, 4.239], [5.891, 0.192, 0.209], [2.484, -0.892, -2.530], [-0.333, 0.618, -0.966], [-0.810, 1.577, -1.975], [-1.166, 0.984, -3.433], [-2.121, 1.470, -4.470], [-1.626, 0.818, -5.758], [-0.973, -0.471, -5.275], [-0.247, -0.031, -4.015], [0.322, 2.818, -2.157], [0.418, 3.694, -3.333], [1.232, 4.888, -2.847], [2.141, 4.266, -1.789], [1.209, 3.284, -1.087], [-2.109, 2.439, -1.374], [-2.094, 2.739, 0.078], [-2.618, 4.165, 0.173], [-3.634, 4.220, -0.965], [-2.972, 3.413, -2.079], [-2.126, 2.555, -4.545], [-3.129, 1.136, -4.219], [-0.889, 1.458, -6.247], [-2.439, 0.652, -6.461], [-0.297, -0.910, -6.006], [-1.735, -1.214, -5.023], [0.716, 0.431, -4.265], [-0.080, -0.837, -3.303], [-0.573, 3.962, -3.705], [0.925, 3.140, -4.131], [0.570, 5.628, -2.393], [1.772, 5.373, -3.656], [2.570, 4.991, -1.103], [2.960, 3.720, -2.263], [0.607, 3.788, -0.317], [1.701, 2.426, -0.625], [-1.096, 2.577, 0.491], [-2.769, 2.034, 0.575], [-1.809, 4.882, 0.015], [-3.062, 4.367, 1.145], [-3.864, 5.232, -1.291], [-4.570, 3.748, -0.664], [-2.355, 4.055, -2.715], [-3.685, 2.892, -2.716]],
  "forces_ev_per_angstrom": [[-0.066, -0.341, -0.003], [0.041, 0.025, -0.087], [-0.050, -0.006, 0.048], [-0.024, 0.023, -0.079], [-0.019, 0.063, 0.003], [-0.015, -0.002, 0.004], [0.018, -0.029, -0.028], [0.054, -0.079, 0.093], [0.023, 0.033, 0.223], [-0.070, 0.018, -0.027], [-0.008, 0.047, -0.009], [0.046, -0.003, -0.010], [0.033, -0.022, 0.000], [-0.006, 0.014, -0.015], [-0.016, -0.003, 0.003], [0.013, -0.009, -0.022], [-0.065, 0.040, 0.075], [0.034, 0.019, 0.011], [-0.039, -0.060, 0.107], [0.023, -0.039, -0.024], [-0.001, 0.027, 0.023], [-0.024, -0.003, 0.026], [0.006, -0.027, -0.033], [0.055, 0.171, -0.119], [-0.025, 0.022, -0.011], [-0.011, -0.057, 0.024], [0.009, -0.031, 0.018], [0.038, 0.016, -0.037], [-0.002, 0.001, 0.013], [-0.001, 0.003, 0.003], [0.011, 0.015, 0.013], [-0.003, 0.004, 0.015], [0.003, -0.001, 0.008], [-0.008, -0.002, -0.007], [-0.009, -0.007, 0.012], [0.001, -0.005, -0.003], [0.002, -0.007, 0.004], [-0.015, 0.000, -0.002], [-0.033, 0.041, -0.024], [0.028, -0.097, 0.057], [-0.013, -0.009, -0.015], [-0.003, -0.009, 0.000], [0.005, 0.000, -0.010], [-0.011, 0.002, -0.011], [0.000, 0.042, 0.021], [0.000, -0.018, 0.014], [-0.009, 0.009, 0.000], [0.017, 0.001, 0.007], [-0.003, -0.002, -0.021], [-0.013, 0.010, 0.022], [0.048, 0.002, -0.022], [0.029, 0.082, -0.038], [-0.057, -0.042, 0.025], [0.055, -0.009, -0.037], [-0.014, 0.019, -0.018], [0.011, 0.004, 0.040], [-0.024, 0.033, -0.019], [0.008, 0.095, 0.018], [0.007, -0.024, 0.010], [0.009, 0.001, 0.002], [0.003, 0.000, 0.004], [-0.006, -0.002, 0.005], [0.001, 0.003, -0.008], [0.014, -0.006, -0.003], [-0.032, -0.008, -0.016], [0.355, -0.116, -0.060], [-0.205, -0.323, -0.102], [0.010, 0.214, 0.084], [-0.101, 0.034, 0.011], [-0.009, -0.013, -0.020], [-0.034, -0.056, -0.007], [0.131, -0.030, -0.002], [-0.209, 0.011, 0.053], [0.000, 0.050, -0.020], [-0.006, 0.005, 0.002], [0.021, -0.008, -0.024], [0.108, -0.086, 0.093], [0.215, 0.434, -0.143], [-0.004, 0.046, 0.035], [-0.045, -0.068, 0.006], [-0.022, 0.056, -0.010], [-0.099, -0.074, 0.052], [0.003, 0.019, 0.006], [0.007, -0.010, 0.012], [0.010, -0.010, 0.012], [-0.002, 0.012, 0.002], [-0.005, 0.002, 0.009], [0.031, 0.023, -0.009], [-0.015, -0.028, -0.010], [0.026, -0.016, 0.021], [-0.012, -0.032, -0.029], [-0.008, 0.003, 0.001], [0.011, 0.012, 0.002], [0.007, -0.015, -0.003], [-0.027, 0.005, 0.003], [0.004, 0.016, 0.004], [0.011, -0.001, -0.007], [-0.030, 0.023, -0.021], [-0.148, 0.022, -0.039], [0.033, -0.010, -0.023], [0.004, 0.006, -0.036], [0.020, 0.014, 0.003], [-0.007, -0.007, 0.007], [0.010, -0.018, 0.001], [0.006, 0.002, -0.019], [0.012, -0.016, -0.026]],
  "energy_ha": -3049.451776,
  "e_homo_ev": [-15.13, -15.14],
  "total_charge": 3,
  "lumo_ev": [-6.745, -10.582],
  "largest_force_ha_per_bohr": 0.0098,
  "s_squared": 8.767,
  "e_above_lowest_kcal_mol": 23.4,
  "spin_multiplicity": 6
}

{
  "formula": "C6H11ClN",
  "method": "ωB97M-V with the def2-TZVPD basis set",
  "symbols": ["C", "C", "C", "C", "C", "C", "N", "Cl", "H", "H", "H", "H", "H", "H", "H", "H", "H", "H", "H"],
  "coordinates": [[1.964, -0.703, -2.326], [1.615, -1.848, -2.119], [-0.361, 1.935, 1.361], [-0.705, -0.947, -0.704], [0.491, 1.202, 0.311], [0.323, -0.345, 0.112], [0.951, -1.109, 0.937], [1.140, -3.445, -2.190], [0.051, 1.811, 2.341], [-1.249, 1.435, 1.372], [-0.503, 3.017, 1.153], [-0.659, -1.989, -0.797], [-0.766, -0.435, -1.725], [-1.683, -0.632, -0.231], [0.437, 1.887, -0.605], [1.611, 1.302, 0.598], [2.424, 0.245, -2.259], [0.961, -2.047, 0.687], [1.711, -0.861, 1.510]],
  "forces_ev_per_angstrom": [[-0.212, -1.897, 0.881], [0.517, 0.441, -1.227], [1.713, 0.502, -0.184], [-2.058, 2.901, -1.633], [3.029, 0.889, -1.068], [-0.611, 2.856, 1.349], [0.020, 0.605, -0.917], [0.231, 0.863, 0.220], [0.333, 0.090, 0.577], [-2.997, -0.829, 0.162], [0.203, -0.896, -0.071], [0.003, -1.408, -0.064], [0.214, -0.845, 1.384], [0.799, -0.434, -0.227], [-0.183, -1.893, 0.593], [-1.655, -0.100, -0.358], [0.062, 0.491, -0.276], [-0.269, -2.312, -0.042], [0.861, 0.976, 0.902]],
  "energy_ha": -749.800584,
  "e_homo_ev": -14.05,
  "total_charge": 1,
  "lumo_ev": -4.475,
  "largest_force_ha_per_bohr": 0.0761,
  "e_above_lowest_kcal_mol": 47.7,
  "spin_multiplicity": 1
}

{
  "formula": "C17H20F3N5O2",
  "method": "ωB97M-V with the def2-TZVPD basis set",
  "symbols": ["C", "C", "C", "O", "N", "N", "C", "C", "O", "C", "C", "C", "C", "F", "F", "F", "C", "N", "C", "C", "C", "C", "N", "C", "C", "C", "N", "H", "H", "H", "H", "H", "H", "H", "H", "H", "H", "H", "H", "H", "H", "H", "H", "H", "H", "H", "H"],
  "coordinates": [[2.621, -1.292, 1.565], [1.268, -1.299, 2.230], [1.261, -1.819, 3.660], [2.038, -1.482, 4.508], [0.731, -3.009, 3.916], [0.115, -3.842, 3.017], [-0.034, -3.474, 1.698], [-0.889, -4.271, 0.700], [-1.878, -3.418, 0.028], [-1.481, -2.176, -0.341], [-2.346, -1.512, -1.204], [-1.937, -0.192, -1.592], [-2.870, 0.634, -2.377], [-2.530, 0.511, -3.664], [-4.106, 0.030, -2.469], [-3.085, 1.925, -1.823], [-0.644, 0.249, -1.215], [-0.160, 1.447, -1.762], [0.254, 1.283, -3.153], [0.178, 2.619, -0.842], [-0.597, 3.914, -1.375], [1.705, 2.708, -0.531], [1.443, 2.523, 0.960], [-0.016, 2.550, 0.714], [0.208, -0.448, -0.345], [-0.285, -1.623, 0.125], [0.371, -2.161, 1.330], [3.065, -2.229, 1.212], [3.332, -0.776, 2.305], [2.654, -0.606, 0.687], [0.970, -0.212, 2.345], [1.020, -3.439, 4.784], [-1.613, -4.845, 1.300], [-0.417, -4.892, 0.042], [-3.309, -1.970, -1.348], [1.149, 1.763, -3.147], [-0.489, 1.821, -3.872], [0.271, 0.247, -3.405], [-1.658, 3.815, -1.156], [-0.232, 3.866, -2.407], [-0.205, 4.808, -0.908], [2.101, 3.705, -0.674], [2.381, 1.895, -0.909], [1.764, 3.386, 1.387], [-0.520, 3.427, 1.185], [-0.647, 1.652, 0.949], [1.049, 0.210, -0.130]],
  "forces_ev_per_angstrom": [[2.425, 2.004, 0.832], [-1.339, -0.071, -1.251], [2.053, -1.997, -0.931], [1.161, 3.002, 1.180], [-2.151, -1.357, -1.768], [-1.258, -0.745, -4.492], [1.110, 1.848, 4.914], [-2.923, 2.249, 3.189], [0.993, -0.515, 0.668], [-0.162, -0.396, -0.851], [1.627, 1.749, 0.776], [0.834, -1.797, 1.844], [-1.903, -0.760, 0.306], [0.891, 2.211, -0.801], [0.020, 0.838, 1.361], [0.574, -2.284, -1.996], [-0.983, 0.355, -0.405], [-1.265, 0.299, 1.792], [-3.718, 1.991, 0.127], [-0.638, 0.550, -0.823], [2.406, -1.927, -0.058], [0.023, -0.283, 0.892], [0.117, -0.120, -0.942], [-1.300, -0.938, -0.494], [-1.853, 1.833, -1.811], [1.909, -0.578, 3.294], [-1.785, -1.056, -0.872], [-0.499, -0.106, 0.539], [-0.713, -0.938, -0.997], [-0.331, -0.535, 0.650], [-0.331, -1.114, -0.694], [-0.193, 0.012, -0.133], [0.925, -0.315, 0.036], [1.632, -1.234, -1.938], [-0.143, 0.140, -0.450], [3.130, 1.099, -1.097], [1.386, -0.864, 0.926], [0.348, -0.602, -0.164], [0.079, -0.104, -0.564], [-1.118, 0.784, -0.314], [0.120, 0.208, 0.168], [0.464, 0.091, -0.542], [-0.707, 0.878, -0.073], [-0.267, -0.336, 0.466], [0.215, -0.495, -0.695], [0.949, 0.488, 0.563], [0.188, -1.162, 0.636]],
  "energy_ha": -1383.479016,
  "e_homo_ev": -7.86,
  "lumo_ev": 0.472,
  "largest_force_ha_per_bohr": 0.1044,
  "e_above_lowest_kcal_mol": 68.9,
  "spin_multiplicity": 1
}